Record 1
The following is a quantum chemistry calculation of 12 unconnected molecules or ions with the total composition C33H41N11O4 at a distorted geometry, from OMol25.

Properties
Energy in Ha: -2184.97866
Kohn-Sham gap in eV: 7.42
LUMO energy in eV: -1.21
SMILES: O=C1C=C(COc2ccccc2)C(=O)O1.CC#N.CC#N.CC#N.CC#N.CC#N.CC#N.CC#N.CC#N.CC#N.CC#N.CC#N

Bonds (Å) are listed after each position.
CARTESIAN COORDINATES (ANGSTROEM)
1 O 1.45 -1.68 -4.38  C2 1.240
2 C 1.36 -0.70 -3.62  O1 1.240, C3 1.594, O15 1.452
3 C 1.00 0.83 -3.87  C2 1.594, C4 1.445, H16 1.145
4 C 0.48 1.40 -2.65  C3 1.445, C5 1.599, C13 1.596
5 C 0.03 2.91 -2.40  C4 1.599, O6 1.459, H17 1.156, H18 1.156
6 O -1.23 3.25 -3.06  C5 1.459, C7 1.447
7 C -2.10 2.12 -2.80  O6 1.447, C8 1.565, C12 1.551
8 C -2.50 1.90 -1.30  C7 1.565, C9 1.553, H19 1.152
9 C -3.42 0.71 -0.92  C8 1.553, C10 1.563, H20 1.136
10 C -3.91 -0.21 -2.09  C9 1.563, C11 1.567, H21 1.150
11 C -3.52 0.03 -3.59  C10 1.567, C12 1.574, H22 1.152
12 C -2.60 1.24 -3.98  C7 1.551, C11 1.574, H23 1.137
13 C 0.51 0.12 -1.71  C4 1.596, O14 1.240, O15 1.452
14 O -0.22 -0.27 -0.78  C13 1.240
15 O 1.63 -0.67 -2.19  C2 1.452, C13 1.452
16 H 1.12 1.44 -4.83  C3 1.145
17 H 0.82 3.60 -2.87  C5 1.156
18 H 0.01 3.13 -1.26  C5 1.156
19 H -2.11 2.61 -0.49  C8 1.152
20 H -3.71 0.55 0.17  C9 1.136
21 H -4.57 -1.10 -1.77  C10 1.150
22 H -3.94 -0.67 -4.40  C11 1.152
23 H -2.30 1.42 -5.06  C12 1.137
24 C -7.50 0.33 -4.33  C25 1.498, H27 1.091, H28 1.093, H29 1.091
25 C -6.60 -0.78 -4.78  C24 1.498, N26 1.196
26 N -5.89 -1.67 -5.14  C25 1.196
27 H -8.24 -0.06 -3.63  C24 1.091
28 H -6.91 1.10 -3.83  C24 1.093
29 H -8.01 0.76 -5.19  C24 1.091
30 C 3.54 0.52 1.18  C31 1.499, H33 1.091, H34 1.091, H35 1.091
31 C 2.92 1.83 0.80  C30 1.499, N32 1.181
32 N 2.43 2.87 0.50  C31 1.181
33 H 2.76 -0.17 1.51  C30 1.091
34 H 4.05 0.09 0.32  C30 1.091
35 H 4.26 0.66 1.99  C30 1.091
36 C -1.32 6.81 -1.38  C37 1.499, H39 1.091, H40 1.091, H41 1.091
37 C -1.57 5.77 -0.33  C36 1.499, N38 1.181
38 N -1.78 4.95 0.50  C37 1.181
39 H -0.44 6.53 -1.96  C36 1.091
40 H -2.18 6.88 -2.04  C36 1.091
41 H -1.14 7.78 -0.91  C36 1.091
42 C -6.31 4.70 -4.39  C43 1.499, H45 1.091, H46 1.091, H47 1.091
43 C -6.57 3.66 -3.35  C42 1.499, N44 1.181
44 N -6.77 2.84 -2.52  C43 1.181
45 H -5.42 4.43 -4.97  C42 1.091
46 H -7.16 4.78 -5.06  C42 1.091
47 H -6.14 5.67 -3.92  C42 1.091
48 C 2.04 -3.38 0.20  C49 1.498, H51 1.092, H52 1.092, H53 1.091
49 C 3.31 -3.02 0.90  C48 1.498, N50 1.192
50 N 4.32 -2.74 1.46  C49 1.192
51 H 1.77 -2.59 -0.50  C48 1.092
52 H 2.17 -4.31 -0.36  C48 1.092
53 H 1.24 -3.51 0.92  C48 1.091
54 C 3.02 -3.35 4.50  C55 1.499, H57 1.091, H58 1.092, H59 1.091
55 C 3.07 -2.87 5.91  C54 1.499, N56 1.185
56 N 3.11 -2.48 7.03  C55 1.185
57 H 3.45 -4.35 4.43  C54 1.091
58 H 1.98 -3.39 4.15  C54 1.092
59 H 3.58 -2.68 3.85  C54 1.091
60 C 6.62 -4.92 -0.85  C61 1.499, H63 1.092, H64 1.091, H65 1.091
61 C 5.70 -6.09 -0.65  C60 1.499, N62 1.181
62 N 4.98 -7.01 -0.49  C61 1.181
63 H 6.15 -4.01 -0.49  C60 1.092
64 H 7.55 -5.08 -0.31  C60 1.091
65 H 6.85 -4.81 -1.91  C60 1.091
66 C 4.30 6.05 0.43  C67 1.498, H69 1.091, H70 1.091, H71 1.091
67 C 3.21 6.49 -0.50  C66 1.498, N68 1.180
68 N 2.36 6.84 -1.24  C67 1.180
69 H 5.13 5.63 -0.14  C66 1.091
70 H 4.67 6.90 1.01  C66 1.091
71 H 3.92 5.29 1.12  C66 1.091
72 C 0.53 -5.00 8.41  C73 1.495, H75 1.091, H76 1.091, H77 1.091
73 C 0.05 -4.91 7.00  C72 1.495, N74 1.182
74 N -0.32 -4.83 5.88  C73 1.182
75 H 0.03 -4.25 9.02  C72 1.091
76 H 0.33 -5.99 8.82  C72 1.091
77 H 1.61 -4.81 8.44  C72 1.091
78 C -0.74 -3.82 -3.86  C79 1.499, H81 1.091, H82 1.091, H83 1.090
79 C -0.98 -4.85 -2.81  C78 1.499, N80 1.181
80 N -1.17 -5.67 -1.98  C79 1.181
81 H 0.14 -4.09 -4.46  C78 1.091
82 H -1.61 -3.74 -4.52  C78 1.091
83 H -0.56 -2.85 -3.40  C78 1.090
84 C 1.06 -0.32 8.93  C85 1.502, H87 1.091, H88 1.091, H89 1.091
85 C 0.82 -1.35 9.99  C84 1.502, N86 1.184
86 N 0.63 -2.16 10.84  C85 1.184
87 H 1.93 -0.60 8.33  C84 1.091
88 H 0.19 -0.24 8.28  C84 1.091
89 H 1.25 0.65 9.40  C84 1.091

Let us look at the Mulliken charges, expressed in e, one per atom: number 1, O, carries -0.54; number 2, C, carries 0.37; number 3, C, carries -0.66; number 4, C, carries 0.76; number 5, C, carries -0.63; number 6, O, carries -0.47; number 7, C, carries 0.66; number 8, C, carries -0.07; number 9, C, carries -0.53; number 10, C, carries -0.51; number 11, C, carries -0.39; number 12, C, carries -0.66; number 13, C, carries 0.35; number 14, O, carries -0.47; number 15, O, carries -0.15; number 16, H, carries 0.41; number 17, H, carries 0.39; number 18, H, carries 0.20; number 19, H, carries 0.19; number 20, H, carries 0.39; number 21, H, carries 0.37; number 22, H, carries 0.47; number 23, H, carries 0.40; number 24, C, carries -0.18; number 25, C, carries 0.39; number 26, N, carries -0.53; number 27, H, carries 0.28; number 28, H, carries -0.23; number 29, H, carries 0.30; number 30, C, carries -0.65; number 31, C, carries 0.27; number 32, N, carries -0.45; number 33, H, carries 0.16; number 34, H, carries 0.27; number 35, H, carries 0.41; number 36, C, carries -0.77; number 37, C, carries 0.50; number 38, N, carries -0.52; number 39, H, carries 0.21; number 40, H, carries 0.28; number 41, H, carries 0.34; number 42, C, carries -0.80; number 43, C, carries 0.47; number 44, N, carries -0.51; number 45, H, carries 0.24; number 46, H, carries 0.31; number 47, H, carries 0.30; number 48, C, carries -0.39; number 49, C, carries 0.51; number 50, N, carries -0.64; number 51, H, carries -0.05; number 52, H, carries 0.35; number 53, H, carries 0.30; number 54, C, carries -0.59; number 55, C, carries 0.29; number 56, N, carries -0.47; number 57, H, carries 0.28; number 58, H, carries 0.26; number 59, H, carries 0.20; number 60, C, carries -0.61; number 61, C, carries 0.32; number 62, N, carries -0.41; number 63, H, carries 0.16; number 64, H, carries 0.26; number 65, H, carries 0.27; number 66, C, carries -0.71; number 67, C, carries 0.38; number 68, N, carries -0.44; number 69, H, carries 0.25; number 70, H, carries 0.30; number 71, H, carries 0.21; number 72, C, carries -0.63; number 73, C, carries 0.34; number 74, N, carries -0.44; number 75, H, carries 0.16; number 76, H, carries 0.31; number 77, H, carries 0.25; number 78, C, carries -0.24; number 79, C, carries 0.28; number 80, N, carries -0.44; number 81, H, carries 0.30; number 82, H, carries 0.31; number 83, H, carries -0.22; number 84, C, carries -0.67; number 85, C, carries 0.39; number 86, N, carries -0.46; number 87, H, carries 0.21; number 88, H, carries 0.25; number 89, H, carries 0.30

Record 2
The following is a quantum chemistry calculation of 3 unconnected molecules or ions with the total composition C5H13NO2 at a distorted geometry, from OMol25.

Properties
Energy in Ha: -403.20192
Kohn-Sham gap (alpha / beta) in eV: 10.54 / 7.43
Total charge: +1
Relative energy (zero: lowest compared OMol25 entry of this formula, charge and spin) in kJ/mol: 109.95
LUMO energy (alpha / beta) in eV: -3.98 / -7.13
2S+1: 2

Bonds (Å) are listed after each position.
CARTESIAN COORDINATES (ANGSTROEM)
1 N 0.23 0.07 -1.26  C2 1.346, H7 1.015, H8 1.017
2 C 0.74 -0.03 -0.01  N1 1.346, C3 1.407, C6 1.479
3 C 0.21 0.77 1.01  C2 1.407, C4 1.462, H9 1.084
4 C -0.35 2.12 0.92  C3 1.462, C5 1.344, H10 1.076
5 C 0.60 3.07 0.88  C4 1.344, H11 1.080, H12 1.077
6 C 1.69 -1.09 0.39  C2 1.479, H13 1.087, H14 1.084, H15 1.091
7 H 0.89 0.03 -2.04  N1 1.015
8 H -0.35 0.90 -1.29  N1 1.017
9 H 0.34 0.47 2.05  C3 1.084
10 H -1.38 2.41 0.83  C4 1.076
11 H 0.28 4.10 0.85  C5 1.080
12 H 1.65 2.81 0.85  C5 1.077
13 H 1.18 -1.79 1.04  C6 1.087
14 H 2.47 -0.73 1.05  C6 1.084
15 H 2.05 -1.72 -0.43  C6 1.091
16 H -3.25 -1.36 -1.54  O18 0.952
17 H -2.22 -0.66 -0.79  O18 0.969
18 O -2.93 -0.47 -1.42  H16 0.952, H17 0.969
19 H -0.33 -2.42 -0.91  O21 0.952
20 H -0.64 -3.68 0.04  O21 0.959
21 O -0.87 -2.79 -0.22  H19 0.952, H20 0.959

Let us look at the Mulliken charges, expressed in e, one per atom: number 1, N, carries -0.25; number 2, C, carries 1.08; number 3, C, carries -0.53; number 4, C, carries -0.54; number 5, C, carries -0.64; number 6, C, carries -1.48; number 7, H, carries 0.30; number 8, H, carries 0.30; number 9, H, carries 0.46; number 10, H, carries 0.44; number 11, H, carries 0.30; number 12, H, carries 0.28; number 13, H, carries 0.43; number 14, H, carries 0.40; number 15, H, carries 0.40; number 16, H, carries 0.33; number 17, H, carries 0.31; number 18, O, carries -0.62; number 19, H, carries 0.33; number 20, H, carries 0.31; number 21, O, carries -0.62